C20H26NPd as an isolated structure in a non-equilibrium geometry, computed with wB97M-V/def2-TZVPD.

Positions of all 48 atoms, in Å:
C (4.32955, 1.73055, -1.03603)
C (4.41779, 1.06781, -2.35940)
C (4.01262, 3.17779, -0.97843)
C (4.99453, 1.09667, 0.12788)
H (4.89411, 3.80363, -1.19029)
H (3.65648, 3.47756, 0.00824)
H (3.25608, 3.45871, -1.71250)
H (5.38728, 1.24974, -2.84994)
H (3.65435, 1.43095, -3.04886)
H (4.31607, -0.01553, -2.27990)
H (6.07694, 1.30037, 0.14736)
H (4.88879, 0.01102, 0.11640)
H (4.59833, 1.46656, 1.07462)
C (-1.98565, 0.49240, -1.41299)
C (-1.28853, 1.71147, -1.23127)
C (-0.03390, 1.61372, -1.88578)
H (-1.65120, 2.56942, -0.69037)
C (0.03966, 0.33701, -2.48480)
C (-1.16323, -0.35533, -2.18970)
H (-1.42413, -1.34881, -2.51437)
H (-2.97635, 0.26517, -1.05740)
H (0.71498, 2.38574, -1.94341)
H (0.86012, -0.03557, -3.07372)
C (0.30606, -0.73371, 2.37208)
C (-0.76371, 0.19027, 2.35708)
C (-0.23254, 1.44983, 1.98707)
H (-1.78845, -0.01808, 2.61476)
C (1.16090, 1.30085, 1.76438)
C (1.49363, -0.04970, 2.00908)
H (2.47425, -0.48657, 1.93741)
H (0.23570, -1.77577, 2.63189)
H (-0.79141, 2.36588, 1.89159)
H (1.84686, 2.08339, 1.48635)
Pd (0.00000, 0.00000, 0.00000)
C (-4.86655, -4.71249, 1.17598)
C (-3.79715, -3.68739, 0.93172)
C (-3.65133, -3.09250, -0.27949)
C (-2.66131, -2.11983, -0.50126)
N (-1.69185, -1.63200, 0.42354)
C (-1.97024, -2.29456, 1.65725)
C (-2.95102, -3.26954, 1.90897)
H (-5.86327, -4.26466, 0.97620)
H (-4.71581, -5.57960, 0.49972)
H (-4.85076, -5.07572, 2.22571)
H (-4.33255, -3.36652, -1.08078)
H (-2.86272, -1.81585, -1.46785)
H (-1.56646, -2.13890, 2.59754)
H (-3.05451, -3.68500, 2.90758)

Cartesian forces (eV/Å) of the 3 atoms listed first:
-0.15 -0.07 0.03
0.05 -0.09 -0.16
0.00 0.15 0.00

HOMO-LUMO gap (spin up / spin down) = 0.2320 / 0.2240 Ha
Expectation value of S² = 6.025
Energy = -26118.808 eV
Charge = +1
Spin multiplicity = 5
E_HOMO (spin up / spin down) = -9.3 / -11.5 eV